# C27H23F5IrN4O3PSTe

C27H23F5IrN4O3PSTe as an isolated structure (the ωB97M-V functional and the def2-TZVPD basis, OMol25).

```
! wB97M-V def2-TZVPD RIJCOSX def2/J DEFGRID3
* xyz 0 1
Ir -0.4857 2.0936 -0.0834
Te -0.3982 -1.9395 -3.2991
S -0.5445 4.3985 0.2306
P 0.9554 -0.6863 0.4556
F -1.3361 -2.1021 -4.9040
F 1.0978 -2.6098 -4.3464
F -0.0442 -0.1006 -4.0631
F -0.9685 -3.7736 -3.0332
F -2.1814 -1.3462 -2.6376
O 0.9163 2.8595 3.1402
O -0.3320 0.0178 -0.0007
O 1.1272 1.9309 1.1096
N -2.1053 2.3389 0.9480
N -1.9340 1.8217 -1.4749
N -1.1666 5.1354 2.7273
N -2.0195 3.1106 2.0816
C -0.5599 -2.9690 0.3710
C 0.6889 -2.4199 0.0817
C 2.0046 -1.8917 4.1950
C -3.1397 1.5272 -0.9309
C -2.7754 1.2652 -3.6178
C 3.6700 -0.1859 0.0596
C 4.7465 0.2277 -0.7095
C 2.0971 -0.7233 4.9312
C 1.1369 1.9126 2.4210
C 1.4379 -4.5457 -0.7506
C 1.6308 -1.8441 2.8592
C 1.3598 -0.6274 2.2303
C -0.8004 -4.3044 0.1017
C -3.2282 1.9191 0.4726
C -3.9977 0.9369 -3.0696
C 4.5428 0.6931 -2.0024
C 2.3848 -0.1310 -0.4708
C -4.5155 2.0252 1.2087
C 1.8101 0.4906 4.3272
C 2.1800 0.3391 -1.7655
C 1.4545 0.5520 2.9884
C 0.1980 -5.0911 -0.4564
C -1.2869 4.1633 1.8027
C -1.7560 1.6974 -2.7849
C 1.6883 -3.2085 -0.4822
C 3.2618 0.7491 -2.5311
C -4.1888 1.0761 -1.7019
H -0.7725 1.9153 -3.1701
H -4.3419 2.3737 2.2214
H 5.3878 1.0094 -2.5999
H 2.2026 -5.1519 -1.2167
H 1.5536 -2.7689 2.3057
H -1.7772 -4.7254 0.2968
H -2.5674 1.1370 -4.6690
H -5.1345 0.8338 -1.2385
H -1.4680 4.8923 3.6580
H -0.0035 -6.1271 -0.6931
H 2.3847 -0.7558 5.9739
H 3.8298 -0.5396 1.0711
H -0.3395 5.7049 2.6696
H -1.3458 -2.3423 0.7741
H 2.2172 -2.8480 4.6545
H -5.0021 1.0489 1.2357
H 3.0950 1.0919 -3.5435
H -5.1842 2.7189 0.6963
H 1.1873 0.3637 -2.2020
H 5.7467 0.1892 -0.2985
H -4.7932 0.5565 -3.6947
H 2.6475 -2.7768 -0.7388
H 1.8527 1.4189 4.8805
*
```

Results
Calculated total energy (a.u.): -3098.82369
Relative energy (zero: lowest compared OMol25 entry of this formula, charge and spin) (eV): 0.0347